This record from the Open Molecules 2025 dataset describes a 2-piece molecular cluster, C32H52N5O5S overall in a non-equilibrium geometry. The level of theory is wB97M-V/def2-TZVPD.

Its gap between HOMO and LUMO is 7.708 eV. As for the charge: +1. The value obtained for the energy is -2298.45395 a.u.

Last columns: bonded neighbours and bond lengths (Å).
Atoms and positions in Å:
1 C -2.465 -6.852 3.756  C2 1.564, H39 1.108, H40 1.106, H41 1.105
2 C -1.701 -5.568 3.295  C1 1.564, C3 1.569, H42 1.108, H43 1.108
3 C -2.392 -4.781 2.127  C2 1.569, C4 1.557, H44 1.104, H45 1.107
4 C -2.428 -3.264 2.477  C3 1.557, C5 1.564, H46 1.108, H47 1.104
5 C -0.991 -2.649 2.524  C4 1.564, C6 1.566, H48 1.107, H49 1.113
6 C -0.744 -1.711 3.754  C5 1.566, C7 1.575, H50 1.105, H51 1.110
7 C -0.355 -0.255 3.299  C6 1.575, C8 1.554, H52 1.113, H53 1.109
8 C 1.041 -0.326 2.620  C7 1.554, C9 1.581, H54 1.099, H55 1.105
9 C 1.199 0.948 1.696  C8 1.581, C10 1.523, H56 1.098, H57 1.108
10 C 0.341 0.746 0.454  C9 1.523, C11 1.396, N30 1.364
11 C 0.746 -0.250 -0.437  C10 1.396, N12 1.461, C15 1.414
12 N 1.967 -1.015 -0.189  C11 1.461, C13 1.243
13 C 2.741 -0.705 -1.111  N12 1.243, O14 1.174
14 O 3.508 -0.461 -1.966  C13 1.174
15 C -0.006 -0.552 -1.596  C11 1.414, C16 1.400, H58 1.095
16 C -1.175 0.181 -1.835  C15 1.400, C17 1.538, C24 1.415
17 C -2.068 -0.106 -3.055  C16 1.538, C18 1.556, H59 1.109, H60 1.106
18 C -1.682 -1.376 -3.867  C17 1.556, C19 1.566, H61 1.101, H62 1.108
19 C -2.508 -2.641 -3.454  C18 1.566, S20 1.793, H63 1.103, H64 1.108
20 S -1.770 -3.508 -2.069  C19 1.793, O21 1.432, O22 1.437, O23 1.613
21 O -1.859 -2.788 -0.834  S20 1.432
22 O -0.448 -3.908 -2.465  S20 1.437
23 O -2.657 -4.848 -1.932  S20 1.613, H65 0.973
24 C -1.526 1.209 -0.928  C16 1.415, C25 1.533, N30 1.349
25 C -2.815 1.976 -1.248  C24 1.533, C26 1.616, H66 1.106, H67 1.099
26 C -4.065 1.220 -0.557  C25 1.616, N27 1.472, N28 1.469, N29 1.471
27 N -5.122 1.028 -1.563  C26 1.472, H68 1.022, H69 1.017
28 N -4.677 2.020 0.512  C26 1.469, H70 1.015, H71 1.018
29 N -3.584 -0.022 0.067  C26 1.471, H72 1.017, H73 1.018
30 N -0.783 1.465 0.168  C10 1.364, C24 1.349, C31 1.466
31 C -1.147 2.533 1.103  N30 1.466, C32 1.545, H74 1.107, H75 1.096
32 C -0.180 3.737 1.063  C31 1.545, C33 1.401, C38 1.409
33 C -0.067 4.581 2.176  C32 1.401, C34 1.403, H76 1.100
34 C 0.824 5.665 2.202  C33 1.403, C35 1.408, H77 1.095
35 C 1.629 5.901 1.071  C34 1.408, C36 1.400, H78 1.098
36 C 1.504 5.060 -0.042  C35 1.400, C37 1.550, C38 1.408
37 C 2.385 5.279 -1.298  C36 1.550, H79 1.100, H80 1.108, H81 1.101
38 C 0.615 3.970 -0.076  C32 1.409, C36 1.408, H82 1.096
39 H -2.612 -6.837 4.854  C1 1.108
40 H -1.870 -7.760 3.547  C1 1.106
41 H -3.473 -6.944 3.312  C1 1.105
42 H -1.559 -4.914 4.178  C2 1.108
43 H -0.697 -5.864 2.933  C2 1.108
44 H -1.824 -4.962 1.198  C3 1.104
45 H -3.433 -5.131 1.982  C3 1.107
46 H -3.000 -2.730 1.692  C4 1.108
47 H -2.920 -3.147 3.458  C4 1.104
48 H -0.204 -3.427 2.504  C5 1.107
49 H -0.824 -2.042 1.607  C5 1.113
50 H -1.640 -1.636 4.397  C6 1.105
51 H 0.090 -2.055 4.401  C6 1.110
52 H -1.161 0.051 2.595  C7 1.113
53 H -0.366 0.432 4.169  C7 1.109
54 H 1.195 -1.236 2.024  C8 1.099
55 H 1.798 -0.288 3.425  C8 1.105
56 H 0.942 1.824 2.305  C9 1.098
57 H 2.253 1.000 1.359  C9 1.108
58 H 0.367 -1.370 -2.220  C15 1.095
59 H -3.104 -0.262 -2.694  C17 1.109
60 H -2.095 0.785 -3.708  C17 1.106
61 H -0.601 -1.580 -3.910  C18 1.101
62 H -1.987 -1.184 -4.916  C18 1.108
63 H -3.567 -2.367 -3.313  C19 1.103
64 H -2.472 -3.326 -4.324  C19 1.108
65 H -2.078 -5.593 -1.691  O23 0.973
66 H -2.787 3.000 -0.832  C25 1.106
67 H -2.973 2.097 -2.329  C25 1.099
68 H -5.996 1.201 -1.063  N27 1.022
69 H -5.187 0.059 -1.864  N27 1.017
70 H -4.026 2.179 1.275  N28 1.015
71 H -4.986 2.912 0.132  N28 1.018
72 H -3.904 -0.852 -0.426  N29 1.017
73 H -3.958 -0.106 1.010  N29 1.018
74 H -1.086 2.131 2.133  C31 1.107
75 H -2.170 2.911 0.988  C31 1.096
76 H -0.653 4.417 3.093  C33 1.100
77 H 0.940 6.311 3.078  C34 1.095
78 H 2.371 6.709 1.019  C35 1.098
79 H 1.797 5.193 -2.223  C37 1.100
80 H 3.151 4.477 -1.290  C37 1.108
81 H 2.895 6.246 -1.176  C37 1.101
82 H 0.508 3.297 -0.935  C38 1.096
83 C 6.306 0.762 -2.219  C84 1.520, C87 1.520, H88 1.090, H89 1.091
84 C 7.621 0.568 -2.957  C83 1.520, C85 1.520, H90 1.093, H91 1.089
85 C 7.870 1.958 -3.519  C84 1.520, O86 1.433, H92 1.095, H93 1.090
86 O 7.282 2.886 -2.598  C85 1.433, C87 1.429
87 C 6.462 2.171 -1.670  C83 1.520, O86 1.429, H94 1.096, H95 1.093
88 H 6.125 0.021 -1.441  C83 1.090
89 H 5.475 0.726 -2.925  C83 1.091
90 H 8.410 0.303 -2.248  C84 1.093
91 H 7.585 -0.202 -3.727  C84 1.089
92 H 7.380 2.089 -4.489  C85 1.095
93 H 8.931 2.182 -3.634  C85 1.090
94 H 6.974 2.166 -0.702  C87 1.096
95 H 5.505 2.687 -1.555  C87 1.093